# 1
Formula: C18H32NNdO2P2
Source: OMol25
Level of theory: ωB97M-V with the def2-TZVPD basis set

Calculated values
* <S²>: 3.755
* energy relative to the best compared isomer or geometry (same formula, charge and spin): 45.0 kcal/mol
* HOMO level (spin up / spin down): -6.0 / -6.0 eV
* E_LUMO (spin up / spin down): 0.0066 / 0.0065 hartree
* DFT total energy: -2154.2456 Ha

ORCA input file:
```
! RIJCOSX wB97M-V def2-TZVPD def2/J DEFGRID3
* xyz 0 4
C -0.712 1.049 -4.494
C -0.737 0.507 -3.200
N 0.042 1.039 -2.221
C 0.901 2.049 -2.504
C 0.981 2.584 -3.797
C 0.156 2.086 -4.800
C -1.635 -0.703 -2.886
P -2.153 -0.798 -1.113
Nd 0.060 -0.058 0.133
P 2.239 1.445 -0.046
C 1.750 2.659 -1.364
O -0.455 -3.439 -3.186
O 0.608 -3.683 -0.736
H -1.393 0.621 -5.226
H 1.686 3.391 -3.962
H 0.193 2.510 -5.814
C -3.523 0.312 -0.747
C -2.575 -2.492 -0.670
H 2.697 3.101 -1.730
H 1.145 3.432 -0.845
H -1.111 -1.680 -3.126
H -2.596 -0.634 -3.434
C 2.471 2.332 1.510
C 3.753 0.591 -0.508
H 0.938 -2.699 -0.815
H 0.431 -3.845 0.210
H -0.096 -3.756 -2.318
H 0.320 -3.466 -3.788
H -0.847 1.695 0.657
H 1.155 -1.415 -1.055
H -4.415 -0.037 -1.277
H -3.700 0.326 0.339
H -3.266 1.342 -1.030
H -3.432 -2.804 -1.269
H -1.732 -3.170 -0.839
H -2.819 -2.551 0.399
H 4.590 1.293 -0.547
H 3.951 -0.202 0.228
H 3.602 0.080 -1.467
H 3.328 3.006 1.444
H 1.564 2.887 1.770
H 2.628 1.613 2.325
C 0.243 -1.162 2.318
C -0.172 -0.524 3.532
C -0.840 -1.369 4.446
C -1.020 -0.975 5.759
C -0.634 0.312 6.155
C -0.076 1.212 5.231
C 0.121 0.820 3.912
H 1.314 -1.131 2.030
H -0.374 -1.993 1.936
H -1.091 -2.369 4.091
H -1.450 -1.688 6.469
H -0.777 0.620 7.196
H 0.222 2.221 5.555
H 0.547 1.510 3.169
*
```

Here are the Mulliken charges for atoms 1 to 5, given in e: -0.8426 0.4387 0.2692 0.5554 -0.8302

---

# 2
Formula: C11H14N2O2
Source: OMol25
Level of theory: ωB97M-V with the def2-TZVPD basis set

Calculated values
* energy relative to the best compared isomer or geometry (same formula, charge and spin): 77.0 kcal/mol
* HOMO level: -9.1 eV
* E_LUMO: 0.0258 hartree
* DFT total energy: -687.4016 Ha

ORCA input file:
```
! RIJCOSX wB97M-V def2-TZVPD def2/J DEFGRID3
* xyz 0 1
C -3.783 0.356 0.559
C -3.202 0.877 -0.586
C -3.160 -0.681 1.235
C -2.001 0.367 -1.047
C -1.958 -1.185 0.774
C -1.364 -0.666 -0.370
C 2.475 -1.172 -0.375
C 1.108 -0.541 -0.030
C 1.288 0.974 -0.304
C 0.578 1.908 0.647
C -0.030 -1.186 -0.829
N 3.488 -0.204 -0.012
N 4.725 -0.562 0.220
O 2.746 1.124 -0.105
O 5.613 0.214 0.477
H -4.719 0.753 0.920
H -3.683 1.684 -1.118
H -3.614 -1.098 2.121
H -1.550 0.778 -1.940
H -1.474 -1.995 1.303
H 2.643 -2.105 0.163
H 2.526 -1.368 -1.454
H 0.917 -0.669 1.040
H 1.081 1.217 -1.350
H -0.498 1.796 0.543
H 0.856 2.934 0.419
H 0.865 1.693 1.674
H 0.012 -2.267 -0.684
H 0.112 -0.976 -1.891
*
```

Here are the Mulliken charges for atoms 1 to 5, given in e: -0.4619 -0.5266 -0.6506 -0.3551 -0.2502

---

# 3
Formula: C17H7CoF5N3S4
Source: OMol25
Level of theory: ωB97M-V with the def2-TZVPD basis set

Calculated values
* <S²>: 6.016
* energy relative to the best compared isomer or geometry (same formula, charge and spin): 0.7 kcal/mol
* HOMO level (spin up / spin down): -8.1 / -8.2 eV
* E_LUMO (spin up / spin down): -0.0283 / -0.1068 hartree
* DFT total energy: -4291.1272 Ha

ORCA input file:
```
! RIJCOSX wB97M-V def2-TZVPD def2/J DEFGRID3
* xyz 0 5
Co 1.663 -1.677 1.389
S 0.313 -4.761 4.171
C 0.701 -3.501 3.135
S 1.392 -2.084 3.760
S 0.403 -3.651 1.457
F 4.288 -1.553 -4.993
C 4.178 -1.584 -3.666
C 2.937 -1.612 -3.068
F 1.834 -1.607 -3.821
C 2.849 -1.645 -1.692
F 1.602 -1.671 -1.171
C 3.951 -1.647 -0.853
S 3.867 -1.691 0.904
C 5.182 -1.618 -1.498
F 6.304 -1.616 -0.778
C 5.303 -1.587 -2.872
F 6.509 -1.559 -3.445
N -7.685 3.089 -0.151
C -6.590 2.782 0.021
C -5.212 2.401 0.238
C -4.249 3.374 0.487
C -2.931 3.012 0.695
C -2.565 1.675 0.657
C -3.522 0.701 0.409
C -4.838 1.062 0.201
N -1.205 1.298 0.873
C -0.139 2.138 1.165
C 0.946 1.341 1.301
N 0.570 0.029 1.091
C -0.715 0.036 0.842
H -4.535 4.417 0.517
H -2.202 3.786 0.886
H -3.259 -0.347 0.379
H -5.583 0.301 0.010
H -0.230 3.206 1.256
H 1.966 1.611 1.526
H -1.297 -0.847 0.640
*
```

Here are the Mulliken charges for atoms 1 to 5, given in e: 0.0481 0.0427 0.4403 -0.3265 -0.3352

---

# 4
Formula: C3H6O2S
Source: OMol25
Level of theory: ωB97M-V with the def2-TZVPD basis set

Calculated values
* energy relative to the best compared isomer or geometry (same formula, charge and spin): 25.1 kcal/mol
* HOMO level: -9.1 eV
* E_LUMO: 0.0305 hartree
* DFT total energy: -666.5541 Ha

ORCA input file:
```
! RIJCOSX wB97M-V def2-TZVPD def2/J DEFGRID3
* xyz 0 1
O -0.521 0.409 2.529
O -0.577 0.939 0.304
S -0.506 -0.991 -1.600
C -0.353 1.175 1.606
C 1.280 -0.552 -1.375
C -1.153 -0.361 -0.014
H -0.056 2.152 1.931
H 1.395 0.485 -1.114
H 1.745 -1.181 -0.612
H 1.888 -0.705 -2.284
H -0.917 -1.088 0.760
H -2.225 -0.281 -0.132
*
```

Here are the Mulliken charges for atoms 1 to 5, given in e: -0.4868 -0.2974 -0.0913 0.1573 -0.8181

---

Number 1: maximum force 2.89 eV/A. Number 2: maximum force 2.64 eV/A. Number 3: maximum force 0.65 eV/A. Number 4: maximum force 2.19 eV/A.